a.
# C6H6N4O

A structure of composition C6H6N4O (ωB97M-V/def2-TZVPD, the OMol25 dataset).

Geometry as ORCA input:
```
! RIJCOSX wB97M-V def2-TZVPD def2/J DEFGRID3
* xyz 0 1
C -1.0818 2.1236 0.0033
C -0.8259 0.7784 -0.0480
C -1.6654 -0.1818 -0.2951
C -1.5160 -1.6361 -0.1246
C 0.7072 -0.9811 0.1469
C 3.1378 -0.8248 -0.2050
H -1.3225 2.4647 -1.1667
H -2.1057 2.6778 0.7959
H -0.0817 2.9559 0.4745
H -2.6780 -0.0583 -0.3893
H 2.1468 -2.5848 0.8864
H 1.3552 0.9490 0.3121
N -0.1004 -1.9909 0.0295
N 2.0110 -1.5309 0.1066
N 3.9223 -0.0656 -0.3839
N 0.4981 0.3477 0.0473
O -2.4009 -2.4429 -0.1900
*
```

Calculated values
Highest occupied orbital energy, eV: -9.60
Kohn-Sham gap, Ha: 0.3500


b.
# C6H6N4O

The molecule C6H6N4O (ωB97M-V/def2-TZVPD, the OMol25 dataset).

Geometry as ORCA input:
```
! RIJCOSX wB97M-V def2-TZVPD def2/J DEFGRID3
* xyz 0 1
C 2.7669 -0.0729 0.0285
N 1.3057 0.0592 0.0517
C 0.8709 1.3377 -0.0574
N -0.3889 1.7316 -0.0863
C -1.2550 0.5802 -0.1540
N -2.6244 0.5591 -0.0136
C -2.9902 -0.7293 0.0825
N -1.9986 -1.5682 -0.1624
C -0.8707 -0.8020 -0.1153
C 0.5796 -1.1484 -0.0437
O 1.1441 -2.1848 -0.0423
H 2.9170 -1.1859 0.0290
H 3.2299 0.2535 0.9394
H 2.9530 0.4973 -0.9391
H 1.5494 2.1818 -0.2218
H -3.1743 1.3325 0.4377
H -4.0142 -0.8415 0.2671
*
```

Calculated values
Highest occupied orbital energy, eV: -8.58
Kohn-Sham gap, Ha: 0.3421
SMILES: Cn1cnc2[nH]cnc2c1=O


Here are the energies relative to the best structure, in kJ/mol: a 450.8; b 0.0.